# 1
{"formula": "C20H56N2O13", "method": "ωB97M-V with the def2-TZVPD basis set", "symbols": ["C", "O", "C", "C", "N", "C", "C", "O", "C", "H", "H", "H", "H", "H", "H", "H", "H", "H", "H", "H", "H", "H", "H", "H", "C", "O", "C", "C", "N", "C", "C", "O", "C", "H", "H", "H", "H", "H", "H", "H", "H", "H", "H", "H", "H", "H", "H", "H", "O", "C", "C", "O", "H", "H", "H", "H", "H", "H", "O", "C", "C", "O", "H", "H", "H", "H", "H", "H", "O", "C", "C", "O", "H", "H", "H", "H", "H", "H", "O", "C", "C", "O", "H", "H", "H", "H", "H", "H", "O", "H", "H"], "xyz": [[14.163, 12.831, 13.005], [13.871, 11.565, 12.522], [14.132, 10.591, 13.505], [13.705, 9.274, 12.876], [12.251, 9.055, 13.106], [11.232, 9.935, 12.461], [11.287, 9.865, 10.939], [11.106, 8.512, 10.578], [11.319, 8.228, 9.194], [13.400, 13.146, 13.748], [14.159, 13.554, 12.196], [15.154, 12.929, 13.491], [13.527, 10.813, 14.387], [15.212, 10.558, 13.750], [14.150, 8.420, 13.336], [14.010, 9.323, 11.827], [12.099, 8.099, 12.724], [11.318, 10.955, 12.845], [10.260, 9.538, 12.742], [12.288, 10.227, 10.598], [10.489, 10.484, 10.510], [10.576, 8.751, 8.592], [11.139, 7.163, 9.067], [12.359, 8.471, 8.867], [7.032, 8.783, 24.878], [7.011, 8.665, 23.466], [8.125, 9.338, 22.899], [9.238, 8.307, 22.820], [10.444, 8.874, 22.239], [11.589, 7.963, 22.323], [12.844, 8.553, 21.669], [12.620, 8.490, 20.227], [13.821, 8.905, 19.546], [7.335, 9.808, 25.156], [7.704, 8.068, 25.372], [6.014, 8.603, 25.236], [8.456, 10.186, 23.530], [7.797, 9.752, 21.943], [8.838, 7.391, 22.339], [9.593, 7.979, 23.799], [10.316, 9.003, 21.212], [11.422, 6.986, 21.844], [11.798, 7.722, 23.387], [13.665, 7.890, 21.938], [13.059, 9.588, 21.998], [13.946, 9.978, 19.789], [13.708, 8.806, 18.448], [14.731, 8.379, 19.816], [16.487, 7.837, 15.153], [16.379, 8.401, 16.460], [17.035, 7.341, 17.365], [16.922, 7.793, 18.687], [16.456, 8.451, 14.411], [16.985, 9.319, 16.463], [15.327, 8.680, 16.679], [18.059, 7.293, 17.003], [16.622, 6.353, 17.168], [17.149, 7.113, 19.320], [9.291, 8.737, 19.210], [8.945, 7.575, 18.520], [10.197, 6.892, 17.897], [11.120, 6.458, 18.816], [9.470, 9.450, 18.583], [8.457, 6.922, 19.226], [8.263, 7.812, 17.685], [10.599, 7.638, 17.185], [9.904, 5.993, 17.332], [11.389, 7.267, 19.285], [13.408, 6.415, 16.722], [13.705, 5.643, 15.592], [12.538, 5.615, 14.620], [13.005, 5.142, 13.399], [12.662, 6.023, 17.189], [14.569, 6.067, 15.058], [14.006, 4.652, 15.931], [12.155, 6.628, 14.438], [11.715, 5.002, 14.957], [12.243, 5.119, 12.817], [10.715, 10.729, 17.536], [10.193, 11.297, 16.310], [8.688, 11.419, 16.387], [8.045, 10.164, 16.144], [11.359, 10.023, 17.330], [10.706, 12.259, 16.175], [10.303, 10.646, 15.446], [8.292, 12.127, 15.668], [8.409, 11.795, 17.379], [7.532, 9.720, 16.812], [12.450, 9.079, 16.015], [12.936, 8.239, 16.132], [12.124, 9.065, 15.063]], "forces_ev_per_a": [[-0.0956, 1.2725, 0.7686], [0.4982, 0.0112, -0.3364], [0.0326, -0.7867, -0.4145], [-1.2454, 1.0970, 0.3309], [-0.2674, -1.0162, -0.6858], [0.6997, -0.6837, -0.1729], [0.7524, 0.3986, 0.0047], [0.2138, -0.3136, -0.3459], [0.1941, 0.1350, 0.5267], [0.3096, -0.0525, -0.1796], [-0.1652, -0.0505, -0.2734], [-0.2617, -0.3921, -0.1469], [0.2543, -0.1522, 0.2729], [-0.3153, 0.2304, 0.0715], [0.6623, -0.5101, 0.3840], [-0.1072, -0.1674, -0.1319], [-0.2583, 0.9498, 0.4113], [0.0825, -0.1262, -0.2243], [-0.1137, -0.0004, 0.3062], [-0.6578, -0.0944, -0.0063], [0.1384, 0.0768, -0.0885], [0.1254, 0.2342, -0.1982], [0.1341, -0.0316, 0.0372], [-0.6969, -0.0244, 0.2186], [-0.4110, 0.1555, 0.0510], [-0.2056, 0.6447, 0.6474], [0.1902, -0.3993, 0.4334], [0.7267, 0.0243, -0.4248], [0.4647, -0.3862, -1.7517], [0.3396, 0.3013, 0.5157], [-1.1900, -0.4699, -0.5063], [1.2855, 0.0007, 0.6888], [-0.7808, 1.1005, -0.4409], [-0.1591, -0.3497, 0.1043], [0.0176, 0.0565, -0.1925], [0.1572, -0.0039, -0.0052], [-0.1909, -0.2633, -0.2371], [0.3217, -0.3073, -0.1521], [0.2192, 0.3174, -0.1888], [-0.6149, 0.1137, 0.4196], [-0.2242, 0.1576, 0.9462], [-0.1620, 0.0437, -0.0894], [-0.0355, 0.3376, -0.4092], [0.3961, 0.0511, -0.1167], [-0.1711, -0.3845, -0.2395], [0.2425, -0.3404, -0.2760], [-0.2939, -0.0420, 0.7031], [-0.0805, -0.3784, 0.3568], [-0.1657, -0.7530, -0.4604], [0.1596, 0.2962, -0.7401], [-0.3031, 0.8028, -0.8886], [-0.1010, 0.2433, 0.3480], [-0.0532, 0.2933, 0.5740], [-0.1615, -0.1090, 0.4603], [0.5395, -0.4588, 0.2308], [0.4180, -0.0083, 0.2524], [-0.4912, -0.0405, 0.2116], [0.1213, -0.2659, -0.0277], [0.0348, 0.5065, 0.5796], [0.5712, -0.5544, -1.1153], [-1.8601, 0.3141, -1.1484], [0.8849, 0.3314, 0.8338], [0.3873, 0.1716, -0.1104], [-0.2029, -0.3186, 0.2008], [-0.0056, -0.2585, 0.1957], [0.1671, -0.2781, 0.0950], [-0.2307, 0.3536, -0.0500], [0.5293, -0.2499, 0.4031], [0.1164, 0.7941, 0.2718], [0.2083, -0.2711, -0.5264], [0.0575, 0.7555, 0.1904], [0.3791, -0.6300, -1.1038], [-0.1281, 0.0807, 0.4017], [-0.2541, 0.1220, 0.3647], [-0.1094, -0.3284, -0.3158], [0.0223, 0.0909, 0.6448], [-0.3769, -0.2806, 0.5174], [0.1058, -0.1668, -0.3163], [-0.5643, -0.2460, -0.5901], [0.0433, -0.4579, 0.6795], [-0.7815, -0.0245, 1.5753], [0.7004, -0.1790, -1.3572], [-0.1200, 0.3633, -0.3736], [-0.3842, -0.1078, -0.2766], [0.7939, -0.1684, -0.0993], [0.1315, 0.1373, -0.3521], [0.0396, 0.0089, -0.0624], [0.0535, 0.6245, 0.8008], [-0.2144, -0.1815, -0.9253], [-0.3176, 0.1300, 0.1247], [0.6065, -0.0660, 0.9195]], "smiles": "COCCNCCOC.COCCNCCOC.OCCO.OCCO.OCCO.OCCO.O", "orbital_gap_ha": 0.332}



# 2
{"formula": "C6H6N4O", "method": "ωB97M-V with the def2-TZVPD basis set", "symbols": ["C", "N", "C", "C", "N", "C", "C", "N", "N", "C", "O", "H", "H", "H", "H", "H", "H"], "xyz": [[-2.882, -0.011, -0.075], [-1.468, -0.049, 0.212], [-0.702, 1.151, 0.262], [0.593, 0.843, 0.020], [1.770, 1.457, 0.213], [2.805, 0.698, 0.092], [2.829, -0.722, -0.081], [1.692, -1.330, -0.142], [0.655, -0.559, -0.091], [-0.807, -1.112, -0.124], [-1.115, -2.229, -0.262], [-3.204, -1.037, 0.189], [-3.465, 0.848, 0.356], [-3.045, -0.063, -1.091], [-1.147, 2.184, 0.349], [3.745, 1.211, 0.328], [3.748, -1.280, -0.155]], "forces_ev_per_a": [[-0.7984, -1.0958, 2.0775], [-1.5069, 4.1967, -0.0507], [-0.1014, 1.6475, -0.5505], [-1.1594, -1.5986, 1.2715], [0.9016, 0.8408, -0.5102], [1.3902, 1.2013, 0.9811], [-0.4487, 0.4321, -0.2726], [0.6526, -0.8745, -0.2704], [-3.6098, -1.0802, -0.6228], [5.1049, 1.1717, 1.0821], [-0.8556, -3.0014, -0.8795], [-0.5936, 0.8020, 0.6599], [0.8961, -1.1241, -0.0272], [-0.1826, 0.5846, -2.6184], [0.4313, -1.7133, 0.0174], [-0.0893, -0.2579, -0.3790], [-0.0309, -0.1308, 0.0919]], "smiles": "Cn1cc2nccnn2c1=O", "orbital_gap_ha": 0.279}



Calculated total energy per entry: -51241.5028 -14324.9048 eV
ΔE to the lowest compared entry with this formula, charge and spin per entry: 0.00 60.22 kcal per mole